[1]
A molecular structure, C20H22N2O4PdS2Sb2Se, computed with ωB97M-V/def2-TZVPD.

Values from the calculation:
* E_tot: -4991.9605 Eh
* 2S+1: 3
* HOMO energy (spin up / spin down): -2.01 / -2.51 eV
* E_LUMO (spin up / spin down): 4.277 / 3.657 eV
* total charge: -2

Atoms and positions in Å:
Pd -0.331 2.684 -0.187
C -4.048 1.152 -0.937
Sb -2.189 0.636 -0.031
C -2.929 0.418 1.954
C -2.273 -1.494 -0.724
C -2.190 -2.555 0.320
C -3.334 -2.830 1.077
C -3.335 -3.748 2.112
C -2.164 -4.431 2.412
C -1.033 -4.201 1.646
C -1.018 -3.288 0.588
C 0.230 -3.125 -0.212
Sb 1.087 -1.071 -0.187
C 3.093 -1.755 0.219
C 0.582 -0.761 1.887
H -4.779 0.359 -0.766
H -3.885 1.306 -2.003
H -4.363 2.087 -0.478
H -3.651 -0.393 2.027
H -3.382 1.380 2.187
H -2.093 0.239 2.627
H -1.512 -1.589 -1.497
H -3.250 -1.519 -1.210
H -4.243 -2.287 0.841
H -4.238 -3.920 2.685
H -2.136 -5.144 3.227
H -0.124 -4.751 1.863
H 0.050 -3.344 -1.268
H 0.997 -3.815 0.148
H 3.092 -2.499 1.017
H 3.683 -0.892 0.525
H 3.532 -2.184 -0.682
H 1.468 -0.929 2.499
H -0.211 -1.441 2.199
H 0.258 0.270 2.017
S 1.862 1.990 0.549
C 2.854 2.235 -0.853
C 4.192 1.827 -0.808
C 5.052 1.993 -1.882
C 6.414 1.557 -1.771
N 7.505 1.204 -1.662
C 4.568 2.591 -3.060
C 3.244 2.994 -3.117
C 2.364 2.830 -2.040
S 0.726 3.369 -2.202
C 5.423 2.779 -4.197
N 6.107 2.926 -5.112
H 4.567 1.374 0.101
H 2.869 3.451 -4.024
O -4.178 3.758 1.321
Se -2.660 4.131 0.860
O -1.581 3.100 1.635
O -2.403 3.640 -0.725
O -2.286 5.688 1.092

Cartesian forces (eV/Å) of the 3 atoms listed first:
-0.192 -0.067 -0.241
0.085 -0.033 -0.016
-0.064 0.075 0.053


[2]
A single C20H22N2O5 molecule, computed with ωB97M-V/def2-TZVPD.

Values from the calculation:
* E_tot: -1261.0992 Eh
* SMILES: COc1ccc(CC(=O)NCC(=O)N[C@@H](Cc2ccccc2)C(=O)O)cc1
* HOMO energy: -8.34 eV
* E_LUMO: 0.722 eV
* total charge: 0

Atoms and positions in Å:
C -2.336 1.658 -2.895
O -2.118 2.858 -2.182
C -1.020 2.947 -1.397
C 0.012 2.012 -1.359
C 1.069 2.191 -0.486
C 1.129 3.286 0.364
C 2.185 3.335 1.440
C 1.833 2.182 2.365
O 2.524 1.190 2.508
N 0.629 2.328 2.970
C -0.062 1.189 3.543
C -0.588 0.324 2.390
O -1.725 0.400 1.970
N 0.347 -0.481 1.866
C 0.130 -1.226 0.642
C 0.762 -2.624 0.759
C 0.583 -3.386 -0.524
C -0.391 -4.369 -0.638
C -0.573 -5.043 -1.833
C 0.216 -4.741 -2.929
C 1.190 -3.763 -2.824
C 1.371 -3.090 -1.629
C -1.363 -1.342 0.335
O -1.871 -0.868 -0.647
O -1.999 -2.159 1.172
C 0.113 4.233 0.298
C -0.939 4.076 -0.578
H -3.323 1.761 -3.343
H -2.322 0.792 -2.229
H -1.594 1.527 -3.689
H -0.016 1.138 -1.988
H 1.863 1.457 -0.452
H 2.160 4.284 1.975
H 3.185 3.169 1.038
H 0.042 3.086 2.653
H 0.642 0.624 4.157
H -0.895 1.544 4.150
H 1.310 -0.369 2.170
H 0.580 -0.687 -0.204
H 1.825 -2.499 0.979
H 0.289 -3.152 1.588
H -1.009 -4.607 0.215
H -1.334 -5.806 -1.909
H 0.074 -5.266 -3.862
H 1.812 -3.524 -3.675
H 2.138 -2.332 -1.550
H -2.946 -2.165 0.965
H 0.145 5.104 0.940
H -1.732 4.805 -0.631

Cartesian forces (eV/Å) of the 3 atoms listed first:
-0.053 -0.287 -0.110
0.066 0.305 0.169
0.098 0.143 0.157


[3]
A single C20H22N4O2S molecule at a distorted geometry, computed with ωB97M-V/def2-TZVPD.

Values from the calculation:
* E_tot: -1543.0343 Eh
* SMILES: Cc1cc(C)nc(SCc2ccc(C(=O)N/N=C3\CCCC(=O)C3)cc2)n1
* HOMO energy: -8.44 eV
* E_LUMO: 0.311 eV
* total charge: 0

Atoms and positions in Å:
C 2.985 2.209 -2.127
C 2.714 0.870 -1.530
C 1.644 0.085 -1.954
C 1.484 -1.160 -1.360
C 0.354 -2.072 -1.708
N 2.326 -1.579 -0.421
C 3.282 -0.743 -0.058
S 4.322 -1.230 1.262
C 3.420 -2.702 1.884
C 1.951 -2.464 2.025
C 1.045 -3.444 1.635
C -0.313 -3.202 1.685
C -0.788 -1.962 2.100
C -2.246 -1.704 2.050
O -3.103 -2.474 2.427
N -2.615 -0.493 1.512
N -1.738 0.334 0.923
C -2.043 1.451 0.409
C -3.393 2.104 0.295
C -3.683 2.403 -1.178
C -2.594 3.294 -1.775
C -1.233 2.661 -1.619
O -0.460 2.527 -2.532
C -0.911 2.224 -0.204
C 0.112 -1.002 2.552
C 1.467 -1.262 2.530
N 3.526 0.453 -0.566
H 3.554 2.818 -1.430
H 3.575 2.086 -3.034
H 2.051 2.698 -2.391
H 0.963 0.443 -2.708
H 0.627 -3.101 -1.494
H 0.079 -1.964 -2.754
H -0.506 -1.813 -1.091
H 3.890 -2.907 2.848
H 3.617 -3.528 1.202
H 1.410 -4.392 1.268
H -1.019 -3.956 1.371
H -3.619 -0.306 1.504
H -3.385 3.039 0.863
H -4.184 1.473 0.704
H -3.728 1.464 -1.736
H -4.651 2.897 -1.273
H -2.582 4.255 -1.252
H -2.784 3.481 -2.833
H 0.001 1.624 -0.191
H -0.740 3.134 0.380
H -0.248 -0.055 2.922
H 2.164 -0.509 2.869

Cartesian forces (eV/Å) of the 3 atoms listed first:
-0.023 0.033 -0.039
-0.315 -0.172 -0.104
0.145 -0.095 0.143


[4]
A single C20H22N4O3 molecule, computed with ωB97M-V/def2-TZVPD.

Values from the calculation:
* E_tot: -1220.1386 Eh
* SMILES: COc1ccc(C(=O)Nc2ccc3c(c2)nc(CCNC(C)=O)n3C)cc1
* HOMO energy: -7.72 eV
* E_LUMO: 0.688 eV
* total charge: 0

Atoms and positions in Å:
C -9.371 -0.849 0.730
O -8.299 -1.393 -0.003
C -7.094 -0.768 0.043
C -6.816 0.382 0.777
C -5.546 0.927 0.742
C -4.526 0.339 0.003
C -3.189 1.003 0.016
O -3.075 2.202 0.179
N -2.149 0.136 -0.145
C -0.772 0.390 -0.201
C -0.259 1.696 -0.176
C 1.097 1.935 -0.241
C 1.941 0.840 -0.331
C 1.436 -0.480 -0.360
C 0.070 -0.710 -0.294
N 2.482 -1.361 -0.458
C 3.560 -0.627 -0.490
C 4.936 -1.182 -0.566
C 5.587 -1.212 0.830
N 7.021 -1.377 0.753
C 7.824 -0.325 0.465
C 9.289 -0.681 0.351
O 7.389 0.800 0.329
N 3.308 0.715 -0.406
C 4.234 1.814 -0.440
C -4.814 -0.803 -0.743
C -6.080 -1.346 -0.724
H -10.219 -1.504 0.539
H -9.158 -0.837 1.804
H -9.613 0.164 0.394
H -7.577 0.862 1.370
H -5.325 1.825 1.298
H -2.384 -0.845 -0.191
H -0.949 2.519 -0.103
H 1.477 2.944 -0.224
H -0.316 -1.718 -0.316
H 4.878 -2.191 -0.974
H 5.549 -0.565 -1.225
H 5.161 -2.018 1.428
H 5.403 -0.261 1.337
H 7.397 -2.310 0.740
H 9.446 -1.338 -0.502
H 9.869 0.226 0.213
H 9.624 -1.191 1.251
H 3.955 2.543 0.322
H 5.251 1.479 -0.245
H 4.204 2.306 -1.417
H -4.063 -1.258 -1.373
H -6.317 -2.225 -1.304

Cartesian forces (eV/Å) of the 3 atoms listed first:
-0.188 0.102 0.137
0.315 -0.076 -0.163
0.194 -0.024 -0.093


[5]
A single C20H22N6O2 molecule at a distorted geometry, computed with ωB97M-V/def2-TZVPD.

Values from the calculation:
* E_tot: -1254.2804 Eh
* SMILES: CCOc1cc(-c2ccc(N3CC[C@@H](O)[C@H](N)C3)nc2)c2c(C#N)cnn2c1
* HOMO energy: -7.95 eV
* E_LUMO: 0.051 eV
* total charge: 0

Atoms and positions in Å:
C 1.752 -2.517 7.099
C 0.729 -3.029 6.112
O 0.983 -2.669 4.744
C 0.591 -1.454 4.271
C 0.812 -1.173 2.835
C 0.357 0.013 2.282
C 0.479 0.226 0.843
C 0.823 1.431 0.264
C 0.748 1.531 -1.116
C 0.410 0.379 -1.875
N 0.283 0.538 -3.260
C -0.702 1.534 -3.700
C -0.680 1.793 -5.187
C -0.834 0.458 -6.007
O -0.859 0.761 -7.394
C 0.310 -0.468 -5.608
N 0.114 -1.710 -6.330
C 0.268 -0.733 -4.104
N 0.092 -0.785 -1.284
C 0.063 -0.836 0.019
C -0.328 0.979 3.165
C -1.113 2.114 3.043
C -1.531 2.787 1.836
N -1.915 3.349 0.862
C -1.391 2.566 4.399
N -0.978 1.666 5.270
N -0.361 0.696 4.543
C -0.022 -0.521 5.077
H 1.544 -2.946 8.047
H 2.804 -2.764 6.854
H 1.674 -1.431 7.206
H -0.261 -2.720 6.495
H 0.794 -4.125 6.195
H 1.264 -1.963 2.237
H 1.098 2.312 0.864
H 0.964 2.453 -1.598
H -0.537 2.501 -3.270
H -1.712 1.250 -3.497
H 0.313 2.196 -5.432
H -1.463 2.540 -5.509
H -1.766 -0.057 -5.785
H -1.637 1.283 -7.650
H 1.234 0.010 -5.877
H -0.814 -2.046 -6.170
H 0.246 -1.617 -7.335
H -0.599 -1.342 -3.922
H 1.158 -1.369 -3.846
H -0.199 -1.811 0.420
H -1.999 3.404 4.608
H -0.206 -0.685 6.166

Cartesian forces (eV/Å) of the 3 atoms listed first:
0.933 1.084 -0.829
0.257 -0.470 0.530
-0.182 -0.186 0.000